1.
Entry from the OMol25 dataset: 3 unconnected molecules or ions with the total composition C18H37NO7S2 in a non-equilibrium geometry (wB97M-V/def2-TZVPD).

Last columns: bonded neighbours and bond lengths (Å).
Element x y z (Å)
1 C -0.152 0.365 2.978  C2 1.610, H15 1.139, H16 1.151, H17 1.135
2 C -0.256 0.991 1.498  C1 1.610, N3 1.494, H18 1.151, H19 1.148
3 N -1.328 2.018 1.331  C2 1.494, C4 1.494, C12 1.474
4 C -1.134 2.637 -0.015  N3 1.494, C5 1.602, H20 1.155, H21 1.154
5 C -1.578 1.700 -1.237  C4 1.602, C6 1.617, H22 1.153, H23 1.136
6 C -3.115 1.952 -1.672  C5 1.617, O7 1.440, H24 1.152, H25 1.155
7 O -3.924 0.762 -1.703  C6 1.440, C8 1.442
8 C -3.988 0.103 -0.422  O7 1.442, C9 1.595, H26 1.153, H27 1.140
9 C -4.586 0.983 0.766  C8 1.595, O10 1.471, H28 1.153, H29 1.147
10 O -5.951 1.436 0.459  C9 1.471, C11 1.453
11 C -6.380 2.133 1.660  O10 1.453, H30 1.142, H31 1.143, H32 1.153
12 C -1.261 3.070 2.361  N3 1.474, C13 1.620, O14 1.262
13 C -0.506 4.485 2.140  C12 1.620, H33 1.152, H34 1.137, H35 1.137
14 O -1.831 2.950 3.481  C12 1.262
15 H 0.683 0.902 3.537  C1 1.139
16 H 0.157 -0.733 2.823  C1 1.151
17 H -1.152 0.369 3.515  C1 1.135
18 H -0.502 0.105 0.804  C2 1.151
19 H 0.777 1.414 1.233  C2 1.148
20 H -0.031 2.964 -0.108  C4 1.155
21 H -1.746 3.609 -0.122  C4 1.154
22 H -0.941 2.040 -2.137  C5 1.153
23 H -1.351 0.596 -1.095  C5 1.136
24 H -3.111 2.406 -2.731  C6 1.152
25 H -3.556 2.785 -1.005  C6 1.155
26 H -4.709 -0.785 -0.560  C8 1.153
27 H -3.004 -0.346 -0.063  C8 1.140
28 H -4.689 0.372 1.738  C9 1.153
29 H -3.912 1.896 0.936  C9 1.147
30 H -7.112 1.512 2.281  C11 1.142
31 H -6.805 3.138 1.322  C11 1.143
32 H -5.494 2.359 2.363  C11 1.153
33 H -1.318 5.186 1.719  C13 1.152
34 H 0.362 4.414 1.408  C13 1.137
35 H -0.099 4.908 3.114  C13 1.137
36 O 2.278 1.313 -1.795  S37 1.445
37 S 2.574 0.005 -2.331  O36 1.445, O38 1.446, C39 1.784, C42 1.790
38 O 3.176 -1.039 -1.531  S37 1.446
39 C 1.099 -0.638 -3.102  S37 1.784, C40 1.523, H43 1.089, H44 1.092
40 C 1.171 -0.128 -4.535  C39 1.523, C41 1.530, H45 1.092, H46 1.095
41 C 2.626 -0.316 -4.971  C40 1.530, C42 1.530, H47 1.095, H48 1.092
42 C 3.515 0.207 -3.841  S37 1.790, C41 1.530, H49 1.090, H50 1.091
43 H 0.217 -0.290 -2.565  C39 1.089
44 H 1.154 -1.729 -3.069  C39 1.092
45 H 0.480 -0.666 -5.187  C40 1.092
46 H 0.910 0.934 -4.568  C40 1.095
47 H 2.823 -1.381 -5.132  C41 1.095
48 H 2.837 0.201 -5.909  C41 1.092
49 H 4.444 -0.358 -3.765  C42 1.090
50 H 3.733 1.269 -3.962  C42 1.091
51 O 3.027 -3.249 3.979  S52 1.444
52 S 2.516 -3.359 2.633  O51 1.444, O53 1.446, C54 1.784, C57 1.790
53 O 1.274 -2.740 2.227  S52 1.446
54 C 3.802 -2.868 1.497  S52 1.784, C55 1.523, H58 1.089, H59 1.093
55 C 4.569 -4.155 1.219  C54 1.523, C56 1.530, H60 1.092, H61 1.095
56 C 3.506 -5.240 1.035  C55 1.530, C57 1.530, H62 1.095, H63 1.092
57 C 2.492 -5.088 2.171  S52 1.790, C56 1.530, H64 1.090, H65 1.091
58 H 4.417 -2.089 1.946  C54 1.089
59 H 3.321 -2.493 0.590  C54 1.093
60 H 5.207 -4.058 0.339  C55 1.092
61 H 5.206 -4.403 2.074  C55 1.095
62 H 3.005 -5.099 0.072  C56 1.095
63 H 3.946 -6.240 1.032  C56 1.092
64 H 1.487 -5.363 1.852  C57 1.090
65 H 2.779 -5.674 3.045  C57 1.091

Output
E_HOMO ... -9.132 eV
E ... -2085.7081 a.u.
Frontier orbital gap ... 0.3481 Ha
2S+1 ... 1
Max |F| ... 4.4 eV/Å

2.
Entry from the OMol25 dataset: 2 unconnected molecules or ions with the total composition C6H14N4OS in a non-equilibrium geometry (wB97M-V/def2-TZVPD).

Last columns: bonded neighbours and bond lengths (Å).
Element x y z (Å)
1 C -0.207 1.091 -0.147  N7 1.357, N8 1.364, O11 1.215
2 C -0.375 -1.458 -2.802  C5 1.459, S12 1.808, H13 1.097, H14 1.102
3 C 1.031 -0.627 -0.903  C5 1.336, N8 1.392, H15 1.056
4 C 0.033 -2.995 -0.710  C6 1.427, S12 1.707, H16 1.039
5 C -0.026 -0.548 -1.716  C2 1.459, C3 1.336, N7 1.440
6 C 0.683 -3.969 0.106  C4 1.427, H17 1.111, H18 1.106, H19 1.124
7 N -0.868 0.481 -1.163  C1 1.357, C5 1.440, H20 1.084
8 N 0.984 0.441 -0.011  C1 1.364, C3 1.392, N10 1.382
9 N -1.713 4.193 2.046  H21 0.961, H22 0.964, H23 0.952, H24 1.001
10 N 1.961 0.671 0.939  N8 1.382, H25 1.054, H26 1.035
11 O -0.558 2.037 0.530  C1 1.215
12 S 0.216 -3.120 -2.402  C2 1.808, C4 1.707
13 H -1.470 -1.448 -2.865  C2 1.097
14 H 0.022 -1.311 -3.820  C2 1.102
15 H 1.874 -1.228 -1.110  C3 1.056
16 H -0.388 -2.079 -0.458  C4 1.039
17 H 1.604 -3.531 0.546  C6 1.111
18 H 0.791 -4.920 -0.446  C6 1.106
19 H 0.125 -4.113 1.071  C6 1.124
20 H -1.741 0.912 -1.639  N7 1.084
21 H -2.600 4.238 2.412  N9 0.961
22 H -1.598 5.057 1.634  N9 0.964
23 H -1.168 4.041 2.811  N9 0.952
24 H -1.664 3.468 1.357  N9 1.001
25 H 1.545 1.409 1.567  N10 1.054
26 H 2.913 0.837 0.567  N10 1.035

Output
E_HOMO (spin up / spin down) ... -14.652 / -14.652 eV
E ... -928.8074 a.u.
Total charge ... +2
Frontier orbital gap (spin up / spin down) ... 0.2385 / 0.2385 Ha
2S+1 ... 1
Max |F| ... 4.0 eV/Å